{
  "formula": "C22H26Cl3GeN2O5SSiZn",
  "method": "the ωB97M-V functional and the def2-TZVPD basis",
  "species": ["Zn", "O", "C", "C", "C", "C", "C", "C", "N", "H", "H", "H", "H", "H", "H", "H", "O", "S", "O", "O", "O", "N", "C", "C", "C", "C", "C", "C", "C", "C", "C", "C", "C", "C", "C", "H", "H", "H", "H", "H", "H", "H", "H", "H", "H", "Cl", "Ge", "Cl", "Cl", "C", "Si", "C", "C", "H", "H", "H", "H", "H", "H", "H", "H", "H"],
  "xyz": [[-0.016, -1.041, 0.199], [0.091, -1.554, 2.547], [1.328, -2.282, 2.720], [2.335, -1.909, 1.668], [3.708, -1.818, 1.939], [4.637, -1.505, 0.961], [4.196, -1.028, -0.386], [2.647, -0.955, -0.464], [1.825, -1.691, 0.449], [0.270, -0.619, 2.719], [1.051, -3.337, 2.668], [1.738, -2.089, 3.715], [4.041, -2.088, 2.936], [5.700, -1.554, 1.172], [4.700, -1.560, -1.200], [2.279, -1.091, -1.482], [-1.612, -2.343, -0.259], [-1.742, -1.722, -1.611], [-2.340, -2.542, -2.617], [-0.463, -1.104, -1.966], [-2.742, -0.505, -1.334], [-0.218, 0.877, 0.477], [0.462, 1.749, -0.122], [0.006, 3.198, -0.095], [-1.359, 3.465, -0.053], [-1.826, 4.768, 0.020], [-0.929, 5.830, 0.068], [0.434, 5.574, 0.041], [0.897, 4.266, -0.049], [1.787, 1.488, -0.810], [2.112, 1.953, -2.020], [3.427, 1.665, -2.615], [4.403, 1.044, -1.948], [4.226, 0.539, -0.550], [2.743, 0.574, -0.113], [-2.034, 2.617, -0.072], [-2.893, 4.961, 0.037], [-1.293, 6.849, 0.126], [1.139, 6.397, 0.089], [1.962, 4.068, -0.069], [1.408, 2.553, -2.587], [3.611, 2.022, -3.623], [5.379, 0.915, -2.410], [4.944, 1.015, 0.126], [2.649, 0.671, 0.970], [0.240, -6.105, 2.528], [-0.449, -4.882, 0.571], [0.247, -6.491, -0.965], [-2.666, -5.562, 0.666], [-3.665, -1.050, 1.463], [-4.083, -0.850, -0.336], [-5.110, 0.704, -0.527], [-4.991, -2.327, -1.000], [-4.484, -0.684, 2.089], [-2.756, -0.499, 1.716], [-3.484, -2.101, 1.694], [-5.986, 0.640, 0.125], [-5.463, 0.839, -1.552], [-4.538, 1.590, -0.242], [-6.051, -2.314, -0.735], [-4.540, -3.241, -0.601], [-4.888, -2.382, -2.085]],
  "charge": -2,
  "de_lowest_ev": 1.819,
  "homo_lumo_gap_ev": [4.73, 6.63],
  "spin_multiplicity": 2,
  "total_energy_ha": -7264.41458,
  "mol_weight_g_mol": 702.971
}